Record 1
{
  "formula": "BrZn",
  "method": "the ωB97M-V functional and the def2-TZVPD basis",
  "elements": ["Zn", "Br"],
  "coordinates": [[0.833, 0.572, 1.061], [0.778, 0.483, 3.234]],
  "homo_lumo_gap_ha": 0.279,
  "de_lowest_ev": 0.0000,
  "multiplicity": 1,
  "homo_energy_ev": -16.43,
  "charge": 1
}


Record 2
{
  "formula": "C102H227N13O8",
  "method": "the ωB97M-V functional and the def2-TZVPD basis",
  "elements": ["C", "C", "N", "C", "C", "C", "C", "H", "H", "H", "H", "H", "H", "H", "H", "H", "H", "H", "H", "H", "H", "H", "C", "C", "N", "C", "C", "C", "C", "H", "H", "H", "H", "H", "H", "H", "H", "H", "H", "H", "H", "H", "H", "H", "C", "C", "N", "C", "C", "C", "C", "H", "H", "H", "H", "H", "H", "H", "H", "H", "H", "H", "H", "H", "H", "H", "C", "C", "N", "C", "C", "C", "C", "H", "H", "H", "H", "H", "H", "H", "H", "H", "H", "H", "H", "H", "H", "H", "C", "C", "N", "C", "C", "C", "C", "H", "H", "H", "H", "H", "H", "H", "H", "H", "H", "H", "H", "H", "H", "H", "C", "C", "C", "C", "C", "C", "N", "O", "C", "C", "C", "H", "H", "H", "H", "H", "H", "H", "H", "H", "H", "H", "H", "H", "H", "H", "H", "H", "H", "H", "C", "C", "C", "C", "C", "C", "N", "O", "C", "C", "C", "H", "H", "H", "H", "H", "H", "H", "H", "H", "H", "H", "H", "H", "H", "H", "H", "H", "H", "H", "C", "C", "C", "C", "C", "C", "N", "O", "C", "C", "C", "H", "H", "H", "H", "H", "H", "H", "H", "H", "H", "H", "H", "H", "H", "H", "H", "H", "H", "H", "C", "C", "C", "C", "C", "C", "N", "O", "C", "C", "C", "H", "H", "H", "H", "H", "H", "H", "H", "H", "H", "H", "H", "H", "H", "H", "H", "H", "H", "H", "C", "C", "C", "C", "C", "C", "N", "O", "C", "C", "C", "H", "H", "H", "H", "H", "H", "H", "H", "H", "H", "H", "H", "H", "H", "H", "H", "H", "H", "H", "C", "C", "C", "C", "C", "C", "N", "O", "C", "C", "C", "H", "H", "H", "H", "H", "H", "H", "H", "H", "H", "H", "H", "H", "H", "H", "H", "H", "H", "H", "C", "C", "C", "C", "C", "C", "N", "O", "C", "C", "C", "H", "H", "H", "H", "H", "H", "H", "H", "H", "H", "H", "H", "H", "H", "H", "H", "H", "H", "H", "C", "C", "C", "C", "C", "C", "N", "O", "C", "C", "C", "H", "H", "H", "H", "H", "H", "H", "H", "H", "H", "H", "H", "H", "H", "H", "H", "H", "H", "H"],
  "coordinates": [[16.473, 19.798, 18.196], [17.087, 19.319, 16.917], [17.946, 18.137, 17.195], [18.128, 17.229, 15.941], [19.006, 17.905, 14.898], [19.185, 18.392, 17.987], [19.414, 17.414, 19.108], [15.913, 18.972, 18.644], [15.798, 20.639, 17.933], [17.273, 19.983, 18.942], [16.270, 19.030, 16.301], [17.493, 20.153, 16.394], [18.549, 16.278, 16.163], [17.162, 16.981, 15.593], [19.977, 18.120, 15.296], [19.161, 17.322, 13.956], [18.556, 18.848, 14.502], [19.152, 19.385, 18.398], [20.011, 18.377, 17.271], [18.472, 17.277, 19.674], [20.244, 17.668, 19.736], [19.689, 16.443, 18.669], [15.820, 17.925, 12.848], [14.966, 17.065, 13.776], [13.765, 16.594, 13.134], [12.950, 15.767, 14.021], [13.431, 14.338, 14.084], [12.871, 17.767, 12.838], [11.707, 17.454, 11.960], [16.765, 18.041, 13.379], [15.292, 18.820, 12.609], [16.097, 17.331, 12.015], [15.497, 16.228, 14.115], [14.657, 17.729, 14.689], [12.813, 16.268, 15.034], [11.980, 15.707, 13.569], [12.796, 13.976, 14.942], [13.264, 13.784, 13.110], [14.465, 14.231, 14.385], [13.503, 18.514, 12.391], [12.446, 18.199, 13.789], [11.933, 17.273, 10.912], [11.131, 18.349, 11.864], [11.048, 16.755, 12.399], [14.047, 23.312, 14.506], [15.258, 22.357, 14.247], [16.506, 22.907, 13.852], [17.035, 23.742, 14.922], [18.015, 24.832, 14.517], [17.454, 21.885, 13.531], [17.057, 21.354, 12.092], [14.081, 24.122, 13.771], [14.046, 23.820, 15.471], [13.189, 22.735, 14.435], [15.362, 21.710, 15.162], [14.985, 21.631, 13.484], [16.168, 24.211, 15.376], [17.543, 23.070, 15.676], [18.757, 24.407, 13.836], [17.502, 25.687, 14.082], [18.476, 25.218, 15.364], [17.358, 21.024, 14.226], [18.496, 22.310, 13.566], [17.524, 20.370, 11.867], [17.288, 22.046, 11.320], [15.957, 21.141, 12.095], [20.163, 11.356, 18.411], [21.516, 11.480, 19.113], [21.729, 12.588, 20.050], [22.921, 12.424, 20.799], [24.133, 12.321, 19.921], [20.515, 12.875, 20.944], [20.739, 14.039, 21.937], [20.285, 10.600, 17.591], [20.018, 12.293, 17.888], [19.318, 11.143, 19.052], [21.640, 10.596, 19.703], [22.334, 11.590, 18.374], [22.930, 13.347, 21.410], [22.941, 11.474, 21.433], [24.105, 11.430, 19.273], [24.298, 13.226, 19.284], [25.102, 12.156, 20.449], [20.239, 12.029, 21.599], [19.786, 13.121, 20.242], [20.996, 15.003, 21.458], [21.576, 13.839, 22.619], [19.775, 14.146, 22.538], [16.332, 24.088, 19.388], [17.742, 24.528, 19.236], [18.170, 25.300, 20.378], [19.360, 26.011, 20.170], [19.127, 27.336, 19.382], [18.223, 24.467, 21.638], [19.149, 23.245, 21.670], [15.901, 23.646, 18.467], [15.820, 25.037, 19.704], [16.223, 23.471, 20.294], [18.407, 23.661, 19.014], [17.773, 25.164, 18.302], [19.809, 26.265, 21.162], [20.106, 25.411, 19.721], [18.919, 28.101, 20.143], [19.977, 27.739, 18.915], [18.339, 27.327, 18.639], [17.170, 24.220, 21.755], [18.507, 25.088, 22.504], [20.203, 23.592, 21.667], [18.911, 22.554, 20.839], [18.898, 22.692, 22.640], [23.906, 15.926, 11.536], [24.385, 16.972, 10.527], [23.891, 16.635, 9.110], [22.393, 16.822, 8.908], [21.990, 18.237, 9.338], [22.406, 18.681, 10.748], [23.898, 18.360, 10.803], [24.372, 18.835, 12.057], [22.366, 20.184, 10.798], [21.486, 18.001, 11.829], [25.920, 17.110, 10.535], [24.127, 16.175, 12.575], [24.489, 15.022, 11.384], [22.820, 15.652, 11.570], [24.487, 17.368, 8.499], [24.199, 15.551, 8.938], [21.861, 16.129, 9.568], [22.112, 16.565, 7.911], [20.942, 18.407, 9.423], [22.429, 19.028, 8.728], [22.936, 20.546, 9.922], [21.340, 20.539, 10.621], [22.593, 20.554, 11.707], [21.713, 17.040, 12.206], [21.514, 18.684, 12.732], [20.438, 17.926, 11.548], [26.283, 16.199, 10.033], [26.384, 17.076, 11.564], [26.151, 17.977, 9.917], [25.042, 19.511, 11.843], [21.804, 14.997, 14.955], [22.888, 14.245, 15.694], [24.224, 14.574, 15.087], [24.728, 15.994, 15.394], [24.759, 16.275, 16.864], [23.424, 15.981, 17.579], [22.972, 14.635, 17.135], [21.647, 14.362, 17.646], [23.633, 15.894, 19.107], [22.408, 17.049, 17.131], [22.697, 12.742, 15.660], [20.771, 15.097, 15.361], [21.727, 14.589, 13.944], [22.146, 16.075, 14.782], [24.948, 13.779, 15.482], [23.957, 14.566, 13.991], [24.272, 16.803, 14.840], [25.770, 16.030, 15.127], [25.018, 17.251, 17.151], [25.546, 15.586, 17.341], [22.701, 15.703, 19.632], [24.272, 15.146, 19.353], [23.984, 16.913, 19.427], [22.562, 17.917, 17.787], [22.657, 17.314, 16.127], [21.439, 16.686, 17.286], [22.745, 12.335, 14.649], [21.677, 12.623, 16.092], [23.475, 12.271, 16.297], [21.779, 13.907, 18.469], [12.066, 20.610, 15.539], [11.622, 19.816, 16.795], [12.718, 19.894, 17.902], [12.843, 21.249, 18.564], [11.461, 21.694, 19.046], [10.310, 21.649, 18.059], [10.405, 20.279, 17.446], [9.397, 20.182, 16.375], [8.991, 21.607, 18.853], [10.353, 22.865, 17.193], [11.389, 18.349, 16.447], [12.353, 21.670, 15.863], [11.297, 20.615, 14.808], [12.977, 20.161, 15.181], [12.638, 19.086, 18.602], [13.753, 19.730, 17.479], [13.231, 21.944, 17.810], [13.583, 21.283, 19.317], [11.620, 22.621, 19.607], [11.247, 20.966, 19.853], [8.788, 22.557, 19.382], [8.161, 21.498, 18.143], [9.084, 20.741, 19.492], [11.212, 22.889, 16.560], [9.469, 22.958, 16.480], [10.418, 23.676, 17.886], [12.257, 17.877, 15.962], [10.601, 18.195, 15.702], [11.128, 17.835, 17.348], [8.680, 19.780, 16.792], [25.643, 22.496, 20.111], [24.962, 21.688, 21.239], [24.795, 22.593, 22.482], [23.761, 22.051, 23.494], [22.489, 21.761, 22.663], [22.677, 20.727, 21.537], [23.617, 21.356, 20.672], [23.936, 20.509, 19.530], [23.053, 19.322, 22.062], [21.291, 20.471, 20.755], [25.866, 20.494, 21.549], [26.125, 21.777, 19.380], [26.462, 23.201, 20.410], [24.908, 23.106, 19.560], [25.680, 22.744, 23.040], [24.478, 23.667, 22.232], [23.566, 22.781, 24.264], [24.177, 21.191, 23.954], [22.171, 22.687, 22.228], [21.773, 21.366, 23.411], [22.245, 18.889, 22.586], [23.327, 18.676, 21.249], [23.825, 19.318, 22.783], [21.074, 21.332, 20.150], [21.439, 19.624, 20.113], [20.470, 20.225, 21.429], [25.587, 20.039, 22.479], [26.924, 20.902, 21.577], [25.813, 19.768, 20.738], [23.592, 21.057, 18.790], [13.507, 20.703, 23.207], [14.318, 20.522, 24.482], [14.048, 19.105, 24.996], [14.603, 18.052, 24.116], [16.139, 18.311, 23.801], [16.567, 19.719, 23.485], [15.757, 20.728, 24.257], [15.793, 22.046, 23.719], [17.991, 19.886, 24.048], [16.488, 19.961, 21.952], [13.902, 21.440, 25.582], [13.700, 19.784, 22.698], [13.817, 21.583, 22.648], [12.450, 20.805, 23.491], [14.467, 18.982, 25.950], [12.919, 18.937, 25.040], [14.036, 17.910, 23.186], [14.621, 17.140, 24.637], [16.456, 17.557, 23.064], [16.586, 17.984, 24.770], [17.961, 19.596, 25.085], [18.653, 19.144, 23.572], [18.408, 20.901, 23.853], [16.927, 20.927, 21.663], [17.082, 19.199, 21.452], [15.465, 19.825, 21.710], [13.700, 22.493, 25.388], [14.671, 21.415, 26.364], [12.983, 21.048, 25.973], [16.306, 22.461, 24.403], [13.090, 14.459, 17.891], [14.399, 15.040, 18.472], [14.150, 16.180, 19.375], [15.333, 16.615, 20.220], [15.758, 15.455, 21.026], [16.093, 14.220, 20.201], [14.922, 13.915, 19.295], [15.143, 12.808, 18.406], [17.409, 14.550, 19.470], [16.306, 12.936, 21.102], [15.245, 15.473, 17.214], [12.466, 14.022, 18.655], [13.115, 13.827, 17.075], [12.549, 15.262, 17.430], [13.823, 16.947, 18.689], [13.379, 15.998, 20.126], [14.960, 17.308, 20.989], [16.109, 17.076, 19.598], [14.935, 15.204, 21.696], [16.658, 15.726, 21.711], [18.171, 14.624, 20.270], [17.633, 13.796, 18.752], [17.335, 15.478, 18.973], [16.389, 12.066, 20.402], [17.175, 13.087, 21.687], [15.410, 12.771, 21.735], [15.966, 16.235, 17.405], [14.439, 15.868, 16.646], [15.613, 14.671, 16.665], [14.386, 12.251, 18.648], [14.867, 10.793, 16.481], [15.935, 10.953, 15.355], [15.219, 10.882, 14.030], [16.175, 11.167, 12.869], [16.859, 12.596, 13.152], [17.554, 12.684, 14.449], [16.585, 12.290, 15.561], [17.340, 12.274, 16.800], [18.911, 11.924, 14.506], [17.920, 14.150, 14.681], [16.923, 9.742, 15.514], [14.135, 9.976, 16.285], [14.315, 11.753, 16.574], [15.304, 10.616, 17.476], [14.963, 9.863, 14.048], [14.343, 11.569, 14.016], [15.692, 11.338, 11.882], [16.925, 10.357, 12.747], [16.149, 13.442, 13.118], [17.575, 12.744, 12.300], [19.724, 12.586, 14.152], [19.107, 11.582, 15.487], [18.994, 11.119, 13.807], [18.562, 14.601, 13.867], [16.996, 14.778, 14.823], [18.492, 14.268, 15.670], [17.712, 9.679, 14.762], [16.287, 8.846, 15.451], [17.484, 9.858, 16.461], [16.655, 12.520, 17.424], [24.349, 19.808, 16.005], [23.299, 20.897, 15.592], [21.914, 20.257, 15.689], [20.797, 21.353, 15.608], [21.020, 22.380, 16.696], [22.368, 23.080, 16.550], [23.334, 21.926, 16.662], [24.661, 22.507, 16.595], [22.649, 24.098, 15.475], [22.539, 23.748, 17.899], [23.507, 21.433, 14.144], [25.417, 20.071, 15.969], [24.156, 18.970, 15.367], [24.183, 19.507, 17.024], [21.848, 19.527, 14.926], [21.812, 19.796, 16.674], [19.760, 20.937, 15.668], [20.926, 21.886, 14.693], [20.947, 21.887, 17.704], [20.242, 23.156, 16.586], [21.975, 24.978, 15.577], [23.700, 24.424, 15.546], [22.647, 23.805, 14.409], [23.579, 24.173, 17.947], [21.777, 24.570, 17.919], [22.352, 23.079, 18.752], [24.338, 22.114, 14.121], [22.620, 21.964, 13.784], [23.609, 20.611, 13.422], [24.943, 22.375, 17.496]],
  "homo_lumo_gap_ha": 0.316,
  "de_lowest_ev": 0.0000,
  "multiplicity": 1,
  "homo_energy_ev": -8.05
}